Version 1
Below is a 8-piece molecular cluster, C5H26N2O8 overall, with properties calculated with the ωB97M-V functional and the def2-TZVPD basis.

Geometry as ORCA input:
```
! wB97M-V def2-TZVPD RIJCOSX def2/J DEFGRID3
* xyz 0 1
C 0.57934 1.23677 -1.64294
N 0.23608 1.46549 -0.35318
C 0.86130 2.67440 0.23030
C -0.75939 0.87935 0.53989
C -0.97863 -0.60158 0.22714
N -1.98241 -0.84069 -0.80536
C -2.16576 -2.27485 -1.05981
O 0.10624 0.32200 -2.30547
H 1.29457 1.95931 -2.05000
H 1.60571 2.38149 0.97477
H 1.26502 3.29939 -0.55543
H 0.10035 3.26137 0.74356
H -0.31694 1.02412 1.52907
H -1.72198 1.38804 0.51308
H -0.00012 -1.03942 0.01336
H -1.26095 -1.10515 1.15157
H -1.56351 -0.45363 -1.62432
H -2.16754 -2.41314 -2.13923
H -1.34263 -2.84325 -0.61623
H -3.07969 -2.70956 -0.65068
H 3.83601 -1.83704 1.58387
H 3.09726 -1.31628 0.23921
O 3.10922 -1.34484 1.19631
H -2.03340 -1.25428 3.55983
H -1.45386 -0.03426 3.03901
O -1.40327 -0.57347 3.83942
H -2.72108 2.84616 -0.90445
H -2.92827 3.92466 0.19501
O -2.34557 3.64794 -0.51197
H 0.85745 -3.98919 0.01692
H 2.11952 -4.05622 -0.61664
O 1.25789 -3.65202 -0.78133
H 3.83297 0.18318 1.59283
H 3.83951 1.32584 2.58527
O 4.16878 1.09673 1.70780
H 3.17431 -1.59000 -2.69498
H 2.95246 -0.44289 -1.80521
O 3.50978 -1.22575 -1.86466
H -4.07174 0.83763 -1.58644
H -3.74662 0.57130 -0.12466
O -3.76043 1.27232 -0.78525
*
```

The value obtained for the lowest unoccupied orbital energy is 0.30 eV. Its highest occupied orbital energy is -8.95 eV. As for the SMILES: CNCCN(C)C=O.O.O.O.O.O.O.O. Its HOMO-LUMO gap is 9.25 eV.

---

Version 2
Below is a 8-piece molecular cluster, C5H26N2O8 overall, with properties calculated with the ωB97M-V functional and the def2-TZVPD basis.

Geometry as ORCA input:
```
! wB97M-V def2-TZVPD RIJCOSX def2/J DEFGRID3
* xyz 0 1
C 2.02420 -0.58512 2.73818
O 2.69900 0.62175 3.18345
C 0.54666 -0.19458 2.21715
C -0.05390 -1.18537 1.11874
C -0.37891 -0.46120 -0.20254
C -0.62847 -1.21255 -1.30806
N -0.76058 -0.53885 -2.52255
N -0.39501 0.11478 3.26741
H 2.75645 -0.91744 1.98512
H 2.02053 -1.19904 3.70817
H 2.29924 1.36448 2.64013
H 0.69631 0.82593 1.54995
H -0.97818 -1.65879 1.58196
H 0.53551 -2.06687 0.91249
H -0.05218 0.65866 -0.26327
H -0.71005 -2.25956 -1.39286
H -1.44613 -0.74224 -3.14286
H -0.51762 0.53501 -2.44921
H 0.01588 0.24759 4.12741
H -1.16491 -0.39915 3.11906
H 1.10416 4.51179 -0.70649
H 1.16428 2.86349 -0.93926
O 0.79969 3.62124 -0.42596
H -4.06170 0.12208 1.82520
H -4.41921 -1.28176 1.45655
O -4.09347 -0.75281 2.10089
H 3.74981 -1.70367 -1.68387
H 2.57960 -1.68451 -0.91892
O 3.25147 -1.02014 -1.17793
H 0.85484 -1.27537 -3.66528
H 2.05360 -1.07408 -2.84106
O 1.63734 -1.71790 -3.35912
H -2.48356 2.10655 -0.82743
H -1.10313 2.31971 -1.11185
O -1.82570 1.92164 -1.42008
H 1.44910 0.52873 -1.81755
H 2.55287 1.42500 -1.34391
O 1.71963 1.32262 -1.77620
H -3.41633 -0.52596 -0.88788
H -4.06483 -1.55486 -1.48283
O -4.23581 -0.79193 -0.87834
*
```

The value obtained for the lowest unoccupied orbital energy is 0.30 eV. Its highest occupied orbital energy is -8.42 eV. As for the SMILES: N/C=C/C[C@@H](N)CO.O.O.O.O.O.O.O. Its HOMO-LUMO gap is 8.72 eV.

---

It is version 2 that is the least stable of them.

---

Version 1
Below is a 9-piece molecular cluster, H19O9 overall, with properties calculated with the ωB97M-V functional and the def2-TZVPD basis.

Geometry as ORCA input:
```
! wB97M-V def2-TZVPD RIJCOSX def2/J DEFGRID3
* xyz 1 1
O -0.07213 -0.11887 0.23801
H 0.13941 -0.68549 0.98353
H -0.21682 -0.65499 -0.54509
H 0.64982 0.51305 0.20549
O -1.99508 -2.19401 1.88868
H -1.94918 -2.20344 2.84473
H -2.60381 -1.48406 1.68463
O 1.08997 0.72641 -2.08925
H 1.99129 0.74584 -1.76758
H 1.17300 0.79640 -3.04027
O 0.56122 0.42584 3.07789
H 0.62286 0.21270 4.00902
H -0.27478 0.88395 2.99139
O -2.42050 0.59192 -1.50154
H -2.61213 0.60291 -2.43930
H -2.45925 1.51128 -1.23789
O -0.45799 -2.55737 -1.34021
H -1.12582 -2.89335 -1.93801
H 0.36607 -2.66769 -1.81453
O 1.79990 1.76144 0.34514
H 1.97599 2.47053 -0.27326
H 2.61311 1.66829 0.84137
O -0.62951 3.16370 -1.55221
H 0.03477 2.51530 -1.78574
H -0.38007 3.94899 -2.03938
O 1.49220 -2.02724 1.23859
H 1.45514 -2.19619 2.18003
H 1.23233 -2.85571 0.83568
*
```

The value obtained for the lowest unoccupied orbital energy is -2.92 eV. Its highest occupied orbital energy is -14.14 eV. Its HOMO-LUMO gap is 11.22 eV.

---

Version 2
Below is a 9-piece molecular cluster, H19O9 overall, with properties calculated with the ωB97M-V functional and the def2-TZVPD basis.

Geometry as ORCA input:
```
! wB97M-V def2-TZVPD RIJCOSX def2/J DEFGRID3
* xyz 1 1
O -1.14426 -1.66132 -0.86264
H -0.27992 -1.61210 -1.10970
H -1.55871 1.59344 2.61891
O 2.98999 -2.37945 0.10128
H 3.57442 -2.60124 0.85760
O -0.81435 1.13087 -1.62214
H -0.61991 -0.28831 2.22388
H 0.00286 0.63784 -0.99102
O -0.62449 -1.19578 2.36335
H -0.94939 -1.97605 0.10106
H 3.26358 -2.94825 -0.57196
O -3.19443 1.36818 -0.49631
H 3.18819 1.20228 2.72726
H -3.43986 1.46134 0.42240
O 2.69518 0.89869 1.94037
H 2.69457 -0.08089 2.01955
H -3.76804 0.67990 -0.97043
O 0.77477 0.60933 0.22739
H -1.66175 0.82431 -1.25318
H 1.68100 0.67381 0.45167
O -0.07127 -0.25623 -3.81526
H 0.11149 -1.38210 2.82988
H 0.19139 0.82797 0.88642
O -1.03543 1.48882 1.76639
H -0.35195 0.29472 -4.57643
H 0.71654 0.26372 -3.68639
H -0.72333 0.94466 -2.56209
H -1.64686 1.48185 0.98017
*
```

The value obtained for the lowest unoccupied orbital energy is -3.02 eV. Its highest occupied orbital energy is -14.51 eV. Its HOMO-LUMO gap is 11.49 eV.

---

Version 3
Below is a 9-piece molecular cluster, H19O9 overall, with properties calculated with the ωB97M-V functional and the def2-TZVPD basis.

Geometry as ORCA input:
```
! wB97M-V def2-TZVPD RIJCOSX def2/J DEFGRID3
* xyz 1 1
O 1.01897 -0.47292 -0.49551
H 0.52686 0.32856 -0.80449
H 1.71672 -0.16088 0.14816
H 0.35965 -1.12705 -0.15743
O 0.66583 -2.20909 1.53373
H 1.30812 -2.62125 2.13096
H -0.06986 -2.82741 1.51911
O -1.11062 0.27346 -4.19563
H -1.06947 -0.66450 -4.34760
H -0.74930 0.41458 -3.28691
O 2.75101 -0.10000 1.55776
H 3.30908 -0.46577 2.21113
H 2.88612 0.85756 1.62489
O -0.87520 1.28210 -1.72587
H -0.54563 2.18876 -1.86764
H -1.65133 1.42691 -1.30162
O -2.19114 -0.42986 1.56190
H -1.77922 -1.15917 1.09485
H -2.59791 -0.92913 2.27982
O -0.13502 1.40366 1.62092
H -0.88634 0.77415 1.74685
H 0.32225 1.48081 2.46580
O -1.35216 -1.65797 -0.92485
H -2.22089 -1.30368 -1.04692
H -1.39757 -2.48086 -0.35852
O 1.53452 2.41598 -0.42427
H 1.26573 3.17801 -0.88405
H 0.96681 2.58499 0.32544
*
```

The value obtained for the lowest unoccupied orbital energy is -3.54 eV. Its highest occupied orbital energy is -13.40 eV. Its HOMO-LUMO gap is 9.87 eV.

---

It is version 2 that is the least stable of them.